This record from the OMol25 dataset describes a structure of composition C23H10Br2Cl2IN2O5RuS4 at a distorted geometry. The level of theory is ωB97M-V/def2-TZVPD.

HOMO-LUMO gap (alpha / beta)   4.9910 / 4.9549 eV
Spin multiplicity   2
E   -256388.6304 eV
E_HOMO (alpha / beta)   -1.305 / -1.269 eV
Net charge   -2

The geometry in XYZ format:
```
50
Properties=species:S:1:pos:R:3:forces:R:3:lowdin_spin:R:1
Ru 0.13806 -0.22070 0.23477 1.4 -0.3 2.8 0.829
Br 1.06966 -5.06150 1.75464 0.0 0.0 0.0 0.000
C 2.26920 -3.74175 1.12017 -0.1 0.0 0.0 0.000
C 3.61886 -4.05933 0.95040 -0.1 0.1 0.0 0.000
C 4.49115 -3.11901 0.47424 0.1 -0.1 0.0 0.001
Br 6.32511 -3.61149 0.26005 0.0 0.0 0.0 0.000
C 4.05587 -1.82502 0.10895 -0.1 -0.1 0.1 0.000
C 4.85808 -0.80402 -0.44462 0.0 0.0 0.0 -0.004
C 4.27784 0.37630 -0.80223 0.1 0.0 0.0 0.000
C 2.90266 0.58064 -0.59902 0.0 0.2 -0.1 -0.003
N 2.14667 -0.33784 -0.04895 -0.1 0.2 -0.3 0.000
C 2.68830 -1.53445 0.29360 0.2 -0.2 0.1 0.000
C 1.75412 -2.47804 0.82712 0.0 -0.3 0.2 0.000
O 0.52980 -2.14132 1.00124 -0.1 0.7 -0.7 0.002
H 3.97303 -5.05220 1.18936 0.0 0.0 0.0 0.000
H 5.91662 -0.96937 -0.59381 0.0 0.0 0.0 0.000
H 4.86800 1.16809 -1.24327 0.0 0.0 0.0 0.000
H 2.40906 1.50077 -0.86909 0.0 0.0 0.0 -0.001
O 1.12145 4.28047 5.97219 0.0 -0.1 -0.1 0.001
C 0.99710 3.57786 4.98848 0.0 0.0 0.0 0.001
S 1.01616 4.16419 3.33143 0.0 0.0 0.0 0.009
C 0.80094 2.61049 2.51912 0.0 0.3 0.0 0.015
C 0.68574 1.54058 3.30995 -0.1 0.1 0.3 -0.006
S 0.48299 -0.10439 2.78310 -0.3 -0.4 -1.1 -0.041
S 0.77029 1.83132 5.04943 0.0 -0.1 0.0 -0.003
S 0.75530 2.57898 0.80239 0.1 0.0 -0.5 0.118
Cl -5.17379 2.55667 -3.62652 0.0 0.0 0.0 0.000
C -3.61895 2.04172 -2.99420 0.0 0.0 -0.1 0.000
C -2.60242 1.79354 -3.86899 0.0 0.0 0.0 0.000
C -1.35239 1.37456 -3.39366 0.2 0.0 0.0 0.001
I 0.21656 1.01930 -4.72735 -0.1 0.0 0.0 0.000
C -1.08179 1.17560 -2.04269 0.1 0.0 -0.1 0.002
O 0.07443 0.80898 -1.59936 -0.5 -0.1 0.0 0.029
C -2.17956 1.45166 -1.13465 -0.1 0.0 -0.1 0.000
N -1.91656 1.26436 0.17396 -0.3 0.1 -0.3 0.005
C -2.83994 1.50816 1.05770 0.0 0.0 0.1 0.000
C -4.12103 1.96797 0.69840 -0.1 0.0 0.1 0.000
C -4.42614 2.14634 -0.61967 0.0 0.0 0.0 0.000
C -3.44189 1.88750 -1.59858 0.1 0.0 0.0 0.000
H -2.77244 1.91135 -4.93048 0.0 0.0 0.0 0.000
H -2.56712 1.32892 2.09353 0.0 0.0 0.0 0.000
H -4.85390 2.17606 1.46798 0.0 0.0 0.0 0.000
H -5.40888 2.47840 -0.92676 0.0 0.0 0.0 0.000
Cl -4.15445 -2.33920 -1.86483 0.0 0.0 0.0 0.000
C -2.77724 -3.08861 -0.98269 0.1 0.0 0.0 0.001
C -1.71570 -2.02449 -0.70149 -0.2 0.1 -0.1 0.001
O -0.75694 -1.92518 -1.49108 -0.1 -0.1 0.1 0.040
O -1.90652 -1.30479 0.31262 -0.2 -0.1 -0.2 0.002
H -2.37442 -3.87069 -1.61724 0.0 0.0 0.0 0.000
H -3.17096 -3.48737 -0.05357 0.0 0.0 0.0 0.000
```
Positions in Å, forces in eV/Å.